9 unconnected molecules or ions with the total composition C22H66N12O9 at a distorted geometry. Source: OMol25; level of theory: ωB97M-V/def2-TZVPD.

Geometry as XYZ:
```
109
Properties=species:S:1:pos:R:3
H 0.7172 4.5508 -2.6291
C -0.3041 -1.1845 6.3286
N -0.6331 -2.9572 -3.0553
H 1.4020 -5.1332 -6.1806
H 0.3349 -0.3304 -5.1847
H -0.6970 -3.6973 -2.3230
C 1.1126 -2.1036 -1.5252
H 3.1707 6.3735 0.2674
H -2.4404 0.0794 2.0230
H -1.7907 -3.5483 6.7876
O -0.0450 -2.5177 5.9658
C -0.3570 4.8562 -2.5188
H -1.1564 -0.4151 -5.9523
H -0.3771 -3.1668 7.8403
H 1.8659 2.0987 3.3339
H 1.5667 6.4613 1.0952
H -3.2559 -3.4524 0.3135
H -3.7255 -6.3413 0.8368
H 1.4595 -3.0302 -1.0337
O -3.7217 0.6107 4.8440
C -0.4402 1.4923 -5.5634
C -1.1917 1.6953 -0.5700
H -0.4985 5.0538 -0.4016
H 3.6492 0.8203 -0.0972
H -0.9455 1.2701 5.1132
H -3.2045 -6.9531 -0.6930
H -1.3571 2.9986 -6.5898
H -2.3050 6.9325 -1.8053
H -0.9489 3.9299 -2.4949
O -0.9132 0.6547 0.3638
H -0.1077 7.4392 -0.2553
C 0.0408 -4.0882 1.1352
C 0.2232 6.8957 -1.1148
H -0.0122 -0.5655 4.2764
H 0.1396 7.5408 -1.9930
H 1.9286 -1.3652 -1.4339
H -1.0774 -1.1981 1.1843
H -2.8352 1.5127 2.8161
H -2.3574 0.4913 -1.9025
H -0.0977 0.9761 0.7641
N -1.4311 2.0431 -6.3895
H 2.3522 -1.1737 5.9143
H 0.8794 -3.4476 1.3693
H 4.6157 0.9768 1.3348
H -2.6656 5.3590 -1.3851
C -1.1350 -3.3075 0.7699
H 1.1082 1.9899 -2.6867
N 0.0050 1.1450 5.4220
H -0.8585 -3.4214 -3.9457
H 1.7356 1.6037 -1.0944
H 2.1416 5.0177 0.1496
N 3.6971 0.9379 0.8938
C 1.9650 -0.3402 5.2698
H -0.6777 0.5414 -2.2834
C -3.3332 -6.0100 -0.1405
O 1.5253 1.5675 0.8046
N 3.3060 1.9366 -3.8994
O -2.1734 -5.2503 -0.0079
O 0.4983 2.1608 -5.1230
N -2.6038 0.5317 2.9136
H 3.5306 1.5920 3.3405
H -2.0046 2.2463 -0.2229
C 2.1226 6.1206 0.1649
H 1.7717 -4.2330 -2.9466
N 2.6446 1.7703 2.8191
H -0.7740 -2.1632 2.4943
N -1.3533 -2.0920 1.6195
H -0.4202 -4.4782 6.6531
H -4.0314 -1.7980 4.6287
H 2.2604 0.6470 5.6467
N -3.2888 -1.4613 4.0176
H -1.6965 1.8795 -2.5996
C 1.7442 -3.3461 -3.5791
H 0.3273 -1.5131 -1.0409
H 0.0661 1.3599 6.3633
H -2.9985 -1.9011 3.1452
H -0.6664 5.3416 -3.4740
C 0.6913 -2.4280 -2.9501
H 2.7920 -4.2270 -6.2994
C -0.6437 5.6858 -1.2604
H -2.3167 1.6781 -6.6693
H -0.1521 -4.4911 2.1545
C 3.1352 1.5291 -2.5521
H 2.4825 1.9588 -4.5345
H 0.2335 -4.9131 0.5114
C 2.5948 1.4570 1.4954
H 2.7307 -2.7714 -3.4798
N -0.5823 0.1583 -5.3203
C -1.4863 1.1032 -1.8831
C -0.6894 -3.4307 6.8476
H 0.1765 -1.0653 7.2777
H 2.3102 -0.4710 4.2918
N 1.8689 1.6950 -2.0812
H 4.1717 1.6029 -4.2704
O 1.3799 -3.5318 -4.8895
H 2.6096 -5.3489 -4.8726
C 0.4054 -0.2637 5.2594
H -2.7450 -4.2256 1.8184
O 1.6619 6.7436 -1.0374
N -2.0770 6.1264 -1.1556
C -2.4166 -4.0906 0.7234
H -4.1241 -5.4912 -0.6195
C -3.2551 -0.0772 3.9673
H 0.6808 -1.5403 -3.5641
C 2.1012 -4.6131 -5.5402
H -0.9293 -2.8458 -0.1826
H -0.2860 2.3681 -0.6449
O 4.0155 1.1669 -1.8049
H -1.3376 -0.9644 6.3775
```

Properties
Relative energy (zero: lowest compared OMol25 entry of this formula, charge and spin), eV: 0.777
SMILES: COC[C@H](C)N.COC[C@H](C)N.COC[C@H](C)N.COC[C@H](C)N.NC(N)=O.NC(N)=O.NC(N)=O.NC(N)=O.CCO
Energy, eV: -60194.445
Kohn-Sham gap, Eh: 0.3476
HOMO, eV: -9.071

Here are the Löwdin charges for atoms 1 to 2, given in e: H 0.0888; C -0.2041



9 unconnected molecules or ions with the total composition C22H66N18O12PSSi at a distorted geometry. Source: OMol25; level of theory: ωB97M-V/def2-TZVPD.

Geometry as XYZ:
```
121
Properties=species:S:1:pos:R:3
N 6.3900 0.2643 -1.0574
H 2.9925 -1.0478 -3.7216
H -4.4563 1.4274 -2.9074
O 4.7734 2.9566 2.8233
O 9.9079 3.6596 2.0622
C 4.8445 -0.8666 6.8230
H 5.2566 -2.0497 8.4992
H -10.2679 -4.0464 1.2050
P -3.1551 -1.1489 2.2388
C 0.9168 -0.7389 -0.6954
H -3.6699 -0.0267 1.5469
H 9.4488 6.0504 0.0181
H 6.8626 0.0808 -1.9239
Si -5.5468 1.3499 -0.6628
C -5.8649 -1.1505 0.1683
H -7.4541 2.7620 -0.1170
H -9.3872 -4.3438 -2.2067
N 9.7707 5.5550 0.8268
O -0.4649 -0.5135 -0.3654
H 8.7896 -0.9374 2.0708
C 5.0820 2.7955 3.9998
H 1.4694 -1.3163 -6.9000
C -1.4566 -2.5160 0.4928
H 1.4801 -1.0168 -4.5702
C 8.5223 -1.7424 3.9774
N -8.0139 2.8930 -6.1277
O 9.0384 -2.0767 5.0303
H -4.6844 2.1658 1.5857
C 7.1490 0.4739 0.0538
H 1.8393 2.4228 0.3207
H -7.2600 3.5267 -6.3169
H 6.9007 -1.2329 7.0117
H 6.7212 -1.5972 2.9033
C -4.4252 2.2993 0.5329
N 6.2781 3.2423 4.4866
H -0.7531 -2.1914 1.2581
H 0.5066 1.5836 1.1466
H 2.9681 -1.5626 -7.7268
H -1.7369 -2.2836 -3.9833
H 3.4239 1.1764 -0.5114
O 2.9607 0.3755 -0.7899
H 5.3890 0.2917 -1.0428
H 3.4201 1.7868 4.5736
O 3.9762 -0.3167 6.1584
N -8.9473 -3.6064 -1.6895
H -5.8468 -3.2072 -0.4514
H -8.3043 -2.9990 -2.1610
N -10.0721 -4.2027 0.2335
H -2.9317 -0.4483 -0.7151
H 1.2453 -1.7281 -0.3573
H -2.8107 -3.3012 -1.7344
C -3.4132 -2.4446 -1.3872
C -5.2024 2.0412 -2.3926
C -7.3570 1.6865 -0.2804
O -8.6341 -2.4543 0.2409
N 4.5606 -1.5923 7.9417
H -1.1771 -3.5342 0.2137
H -0.3637 -1.4296 -3.2553
O 8.3722 0.4608 0.0621
C -8.3660 2.7157 -4.8214
H -9.8888 1.3718 -5.3389
H 3.5972 -1.6623 8.2111
N 2.4779 -1.1156 -4.5798
H 10.3264 6.0393 1.5061
H 6.5686 3.1243 5.4383
H 4.5561 1.9860 5.8483
H 1.0433 -0.6402 -1.7784
H 6.4066 -0.2727 5.6632
N 7.1700 -1.8623 3.7601
H 10.2109 -1.1073 3.0426
N -3.8707 -2.6928 -0.0489
H -7.9476 1.4472 -1.1657
H -8.4694 2.4359 -6.8942
H -4.2123 -2.2514 -2.0941
C -5.2811 -2.5663 0.2331
C 1.7945 0.3072 0.0151
C -2.9024 -2.5547 1.0125
N 9.2206 -1.2204 2.9325
C -2.4973 -1.1999 -1.3747
O -5.1483 -0.3018 -0.7401
H -2.9448 -3.4581 1.6371
C 1.0793 1.6467 0.2208
N 2.4672 -1.4082 -6.8717
N 6.4541 0.7051 1.2014
H -4.5459 3.3593 0.2926
H 6.6175 -2.2461 4.5035
H -3.3647 2.0800 0.3729
N 4.2970 2.1468 4.8953
C 9.5013 4.2341 1.0659
O -7.7959 3.2921 -3.9088
H 5.4541 0.7225 1.2697
H 8.5330 2.6362 0.2618
H -4.2342 -1.5961 3.0384
O -1.1635 -0.4983 -4.8669
C -1.3603 -1.2978 -3.6952
C 3.2036 -1.3290 -5.7248
H 6.9960 0.8906 2.0277
N -1.2417 -1.6419 -0.7228
H 2.0630 -0.1278 0.9838
H -6.1434 2.0526 -2.9469
S -1.6014 -0.8048 3.3525
N 6.1668 -0.7934 6.4878
H -1.9388 0.4980 -2.6280
H -4.8174 3.0585 -2.3120
N -9.4026 1.8512 -4.6055
H 0.3906 1.8819 -0.5894
H -1.9455 0.0636 -4.9046
H -5.8315 -0.6969 1.1740
O 4.4139 -1.4375 -5.7096
H -6.9187 -1.1790 -0.0967
H 6.8908 3.7152 3.8460
C -9.1837 -3.3648 -0.3655
H -5.4968 -2.9762 1.2240
N 8.7433 3.6105 0.1185
H 8.3916 4.0688 -0.6996
H -0.6628 -2.1746 -1.3784
C -2.2736 -0.5355 -2.7327
H -7.6915 1.1357 0.5989
H -9.6911 1.7086 -3.6559
H -3.2637 -0.4754 -3.1979
H -10.5365 -4.9534 -0.2412
```

Properties
Charge: +1
Energy, eV: -103279.979
Kohn-Sham gap, Eh: 0.3022
HOMO, eV: -10.735

Here are the Löwdin charges for atoms 1 to 2, given in e: N 0.1751; H 0.0901